1.
This record from the Open Molecules 2025 dataset describes a cluster of 2 separate species, C7H6Si in total in a non-equilibrium geometry. The level of theory is wB97M-V/def2-TZVPD.

Geometry as XYZ:
```
14
Properties=species:S:1:pos:R:3:forces:R:3:mulliken_charge:R:1
C -1.5587 -1.9291 -2.1956 -0.1 0.3 1.6 0.331
C -1.8606 -0.4934 2.7734 0.7 0.3 -0.3 0.303
C -1.3392 2.9780 -0.8279 0.3 -2.3 0.2 0.258
C -1.4571 -1.1496 -1.2721 0.1 -0.2 -0.4 -0.839
C -1.5125 -0.1127 1.6824 0.0 -0.4 -0.9 -0.816
C -1.3014 1.7635 -0.6901 0.0 1.8 0.3 -0.761
C 1.8056 -0.0816 -0.0187 -4.3 -3.8 1.5 -1.040
Si -0.9213 0.1013 -0.0595 2.7 0.0 -0.2 0.422
H -1.7027 -2.8154 -2.7465 0.0 -0.2 -0.7 0.414
H -1.9627 -0.8026 3.7805 -0.4 -0.1 0.2 0.411
H -1.2584 4.0210 -0.9504 -0.2 0.5 -0.1 0.397
H 2.4302 -0.2766 -0.8164 0.5 -0.4 -2.2 0.318
H 1.9908 0.7914 0.4191 0.7 3.6 1.8 0.333
H 1.8421 -0.9229 0.7218 0.0 0.8 -0.7 0.270
```
Forces are in eV/Å.

Calculated values
strongest force on any atom = 5.90 eV/Å
HOMO energy (alpha / beta) = -8.5504 / -8.5512 eV
E_tot = -559.55840 a.u.
E_LUMO (alpha / beta) = -0.27 / -0.27 eV
Kohn-Sham gap (alpha / beta) = 8.29 / 8.29 eV

=====

2.
This record from the Open Molecules 2025 dataset describes a structure of composition C7H7AlF7O5S in a non-equilibrium geometry. The level of theory is wB97M-V/def2-TZVPD.

Geometry as XYZ:
```
28
Properties=species:S:1:pos:R:3:forces:R:3:mulliken_charge:R:1
C 4.6291 0.4829 0.3707 -0.9 -1.7 0.1 -0.846
C 2.9806 0.6337 0.5519 -0.4 3.8 4.9 0.653
O 2.5748 1.3699 1.5922 1.9 -5.1 -7.0 -0.499
O 2.1232 -0.0868 -0.4016 0.1 3.7 1.0 -0.247
C 1.1118 0.7833 -1.0195 -2.3 5.6 -1.5 0.442
O 1.0254 2.1116 -0.9145 1.4 -8.3 0.0 -0.553
C -0.0070 0.0196 -1.9998 2.8 -0.3 0.1 -0.469
Al -1.7128 -0.5524 -1.0050 1.6 -1.0 -0.9 0.139
C -1.2069 -1.5298 0.7260 0.8 -1.0 1.9 0.564
F -2.4899 -1.7253 1.4973 3.1 0.2 -1.2 -0.337
F -0.2190 -0.8041 1.5834 -2.6 -1.9 -1.7 -0.283
C -0.5700 -3.0517 0.4807 1.1 0.4 1.7 0.168
F 0.7299 -2.8937 -0.2322 -3.6 -0.6 1.8 -0.243
F -0.2342 -3.7098 1.7983 -0.8 1.7 -3.6 -0.309
S -2.9228 1.3312 -0.5326 -4.1 3.4 -5.1 0.883
O -2.5128 2.4445 -1.5563 -0.3 -3.2 3.6 -0.614
O -4.4444 1.0433 -0.7531 4.4 0.4 1.8 -0.648
C -2.6332 2.0138 1.1877 0.2 2.0 3.4 0.603
F -3.4673 1.2271 2.1305 2.9 2.7 -2.6 -0.221
F -3.0563 3.4419 1.2210 1.3 -4.6 0.3 -0.228
F -1.2074 1.9768 1.6169 -5.0 0.0 -1.4 -0.195
H 5.1792 1.0543 1.2318 -1.4 -0.9 -1.9 0.275
H 5.0046 0.7338 -0.7087 -0.9 -0.3 2.1 0.263
H 4.8476 -0.6738 0.5545 -0.4 2.4 -0.5 0.250
H 0.5252 -0.9913 -2.3463 -1.2 2.0 0.7 0.229
H -0.2289 0.6471 -2.9845 0.7 -1.0 2.4 0.327
H -2.5026 -1.5362 -2.0112 -0.1 0.3 0.4 -0.324
H -1.3160 -3.7597 -0.0777 1.8 1.3 0.9 0.218
```
Forces are in eV/Å.

Calculated values
strongest force on any atom = 8.83 eV/Å
net charge = -1
HOMO energy = -6.9351 eV
E_tot = -1986.69272 a.u.
E_LUMO = 2.81 eV
Kohn-Sham gap = 9.75 eV

=====

3.
This record from the Open Molecules 2025 dataset describes a structure of composition C7H7AuO6S in a non-equilibrium geometry. The level of theory is wB97M-V/def2-TZVPD.

Geometry as XYZ:
```
22
Properties=species:S:1:pos:R:3:forces:R:3:mulliken_charge:R:1
O -4.1190 2.0987 -3.5941 2.3 -1.1 0.5 -0.112
C -3.1100 1.6249 -3.3507 -2.3 1.1 -0.5 0.103
Au 0.6125 1.0019 -0.7843 -0.9 0.9 -0.3 0.965
O -0.5282 -0.2537 -3.5633 1.3 1.1 3.0 -0.092
C -0.0782 0.1054 -2.5797 -1.7 -1.8 -4.0 0.336
C 2.6033 -0.2223 -0.7615 0.1 -0.1 0.0 0.095
O 3.5177 -0.8444 -0.7232 0.8 -0.6 0.0 -0.026
C 0.9977 1.9266 1.0572 1.2 3.3 6.1 0.251
O 1.1460 2.5465 2.0316 -0.9 -2.8 -4.8 -0.172
C 1.4884 2.6225 -1.8464 2.1 4.6 -3.0 0.307
O 1.8203 3.5616 -2.4216 -1.4 -3.6 2.3 -0.116
H -0.8173 1.9454 -0.8044 -0.4 0.0 0.1 0.031
C -1.5278 -2.2638 1.3739 0.4 0.0 -0.3 -0.960
S -0.6969 -0.6975 1.5905 -0.6 -0.3 -0.7 0.566
C 0.7695 -1.1358 2.4968 0.3 -0.6 -0.8 -0.835
O -0.2343 -0.7538 0.0814 0.4 0.4 0.0 -0.535
H -1.8374 -2.5985 2.3520 -0.3 -0.5 0.1 0.469
H -0.7532 -2.8826 0.8679 -0.7 0.1 0.6 0.334
H -2.3534 -2.0707 0.6635 0.3 -0.1 0.6 0.375
H 1.3198 -1.8152 1.7979 -0.3 0.3 0.9 0.279
H 1.3680 -0.2420 2.7251 -0.3 -0.4 0.1 0.302
H 0.4125 -1.6533 3.3914 0.4 0.1 0.1 0.435
```
Forces are in eV/Å.

Calculated values
2S+1 = 3
strongest force on any atom = 7.04 eV/Å
net charge = +2
HOMO energy (alpha / beta) = -16.3953 / -18.3972 eV
⟨S²⟩ = 2.014
E_tot = -1255.38491 a.u.
E_LUMO (alpha / beta) = -8.40 / -10.40 eV
Kohn-Sham gap (alpha / beta) = 8.00 / 8.00 eV

=====

4.
This record from the Open Molecules 2025 dataset describes an isolated molecule of C7H7BrN2O in a non-equilibrium geometry. The level of theory is wB97M-V/def2-TZVPD.

Geometry as XYZ:
```
18
Properties=species:S:1:pos:R:3:forces:R:3:mulliken_charge:R:1
C -2.5646 -0.2712 -0.2643 -3.8 -1.8 0.7 -0.298
C -1.8762 0.8588 -0.5685 1.6 1.4 -0.7 -0.479
C -1.9351 -1.4171 0.1613 4.0 0.7 -0.4 -0.570
C -0.4934 0.8120 -0.4940 -0.1 1.2 -1.5 -0.414
C -0.4798 -1.4577 0.1933 -4.3 -0.3 0.3 -0.392
C 0.1955 -0.3693 -0.2400 -0.2 0.7 1.3 0.587
C 1.6187 -0.3483 -0.1435 0.4 0.6 -0.6 -0.147
N 2.3161 -1.3740 -0.0077 1.2 -2.1 -0.1 0.152
N 4.8035 1.2845 0.9057 -0.6 1.1 0.1 -0.425
O 3.5580 -1.6573 -0.0675 -2.1 -0.3 0.3 -0.505
Br 5.1107 -0.0188 -0.2153 1.2 0.5 -0.2 0.200
H -3.7072 -0.3925 -0.2357 1.7 0.8 -0.4 0.230
H -2.2026 1.8180 -0.9925 -0.8 -0.7 0.6 0.335
H -2.4093 -2.3063 0.4329 -1.1 -1.0 0.5 0.439
H -0.0240 1.7698 -0.8255 0.2 -1.1 0.5 0.237
H -0.0225 -2.2645 0.7079 0.6 -0.8 -0.2 0.396
H 1.9869 0.6117 -0.3192 1.5 1.5 -0.2 0.403
H 5.0157 0.9740 1.8484 0.4 -0.4 0.1 0.251
```
Forces are in eV/Å.

Calculated values
strongest force on any atom = 4.35 eV/Å
HOMO energy (alpha / beta) = -8.9935 / -8.8834 eV
E_tot = -3029.46704 a.u.
E_LUMO (alpha / beta) = -0.86 / -0.68 eV
Kohn-Sham gap (alpha / beta) = 8.14 / 8.20 eV

=====

5.
This record from the Open Molecules 2025 dataset describes a cluster of 2 separate species, C7H7Cl2F in total in a non-equilibrium geometry. The level of theory is wB97M-V/def2-TZVPD.

Geometry as XYZ:
```
17
Properties=species:S:1:pos:R:3:forces:R:3:mulliken_charge:R:1
F 3.3220 1.0726 -0.8406 -0.3 -0.2 -0.2 -0.305
C 2.0888 0.6024 -1.1580 -0.1 -0.1 0.3 0.327
C 1.0191 1.0117 -0.3822 0.4 0.2 0.1 -0.391
C -0.2512 0.5417 -0.6680 -0.1 -0.3 0.0 -0.137
C -0.4340 -0.4061 -1.6691 0.3 0.0 -0.4 -0.474
C 0.6513 -0.8195 -2.4444 -0.3 0.1 1.2 -0.384
C 1.9215 -0.3243 -2.1619 0.1 -0.5 -0.9 -0.371
H 1.2478 1.6255 0.4806 -0.3 0.2 -0.1 0.395
H -1.0934 0.8596 -0.0682 0.1 0.0 0.0 0.257
H -1.3957 -0.8739 -1.8369 -0.1 0.2 0.0 0.360
H 0.5184 -1.6250 -3.1525 0.1 0.1 -0.2 0.356
H 2.7240 -0.7456 -2.7566 0.3 0.4 0.3 0.365
Cl -0.5202 -0.8620 3.1550 -0.1 0.1 0.0 -0.145
C -2.1443 -0.2074 3.4408 0.0 -0.6 0.4 -0.251
Cl -2.6297 0.9305 2.2097 -0.2 0.4 -0.2 -0.141
H -2.8528 -1.0298 3.4286 0.1 0.0 -0.1 0.257
H -2.1717 0.2496 4.4238 0.1 0.2 -0.1 0.282
```
Forces are in eV/Å.

Calculated values
strongest force on any atom = 1.21 eV/Å
HOMO energy = -9.2163 eV
E_tot = -1291.17437 a.u.
E_LUMO = 0.77 eV
Kohn-Sham gap = 9.99 eV
SMILES = Fc1ccccc1.ClCCl

=====

6.
This record from the Open Molecules 2025 dataset describes the ion C7H7Cl2N3S with charge +2 in a non-equilibrium geometry. The level of theory is wB97M-V/def2-TZVPD.

Geometry as XYZ:
```
20
Properties=species:S:1:pos:R:3:forces:R:3:mulliken_charge:R:1
C 1.3031 1.1188 3.4925 -0.7 -0.4 -2.7 0.004
C -0.5730 -1.4664 2.6342 -0.8 -0.7 0.2 0.478
C 0.3490 -0.7682 -1.6121 -4.8 2.1 -1.7 0.357
C 1.6962 -0.7873 0.3723 0.2 0.4 0.0 -0.405
C 0.8578 0.1478 1.1640 0.0 0.5 -0.8 0.172
C 0.1371 -0.4219 2.3520 1.3 0.7 0.0 0.316
C -2.0118 -0.1725 -1.4828 -5.0 -4.0 -1.0 -0.995
N 0.3468 0.2677 3.5135 0.3 0.7 2.3 -0.505
N 1.4784 -1.0493 -0.8764 -0.1 0.3 2.4 0.034
N -0.7521 -0.4396 -1.0332 4.5 -1.7 0.5 -0.240
S 2.0412 1.4188 1.9203 -0.7 -0.9 -0.6 0.027
Cl -1.5990 -2.4793 3.2161 0.0 -0.1 -0.2 0.114
Cl 0.6206 -0.7892 -3.3468 0.0 -0.2 1.1 -0.090
H 1.6125 1.8830 4.1574 -0.1 0.1 1.6 0.412
H 2.6128 -1.1572 0.8393 -0.1 -0.1 -0.4 0.473
H 0.0578 0.5468 0.4901 0.8 0.2 0.5 0.469
H -2.4740 -0.7661 -2.3763 1.7 0.4 1.0 0.334
H -2.2731 0.7562 -1.7942 0.1 3.5 -0.7 0.454
H -2.8448 -0.4259 -0.7317 1.6 0.4 -0.4 0.281
H 2.1175 -1.5883 -1.3739 1.8 -1.2 -1.0 0.310
```
Forces are in eV/Å.

Calculated values
strongest force on any atom = 6.49 eV/Å
net charge = +2
HOMO energy = -17.0178 eV
E_tot = -1752.91892 a.u.
E_LUMO = -10.20 eV
Kohn-Sham gap = 6.82 eV